Record 1
Here is a cluster of 12 separate species, C17H52NO13S in total in a non-equilibrium geometry from the OMol25 dataset. Energies are from ωB97M-V with the def2-TZVPD basis set.

LUMO energy (eV): -4.48
Net charge: +1
ΔE to the lowest compared entry with this formula, charge and spin (kJ/mol): 251.4
HOMO level (eV): -12.40
Molecular weight (g/mol): 510.7
Energy (Eh): -2109.51481
Frontier orbital gap (Eh): 0.2910

Structure (XYZ):
```
84
Properties=species:S:1:pos:R:3:forces:R:3:lowdin_charge:R:1
C 1.56999 5.20998 2.28122 -0.709 -0.319 0.688 0.074
C 1.54014 4.04933 2.67925 -1.016 -0.356 -1.265 -0.104
C 1.18905 2.53740 2.83017 0.738 0.471 0.991 -0.179
C -0.25202 2.14150 2.28844 0.199 -0.385 -0.151 -0.144
C -0.72212 2.91784 0.98616 -1.643 -0.801 1.031 -0.118
N -0.13233 2.25829 -0.21683 2.172 1.067 -0.450 -0.071
C 1.16049 2.12726 -0.45953 -0.810 -0.290 -2.280 0.090
C 1.35502 1.31090 -1.83476 0.066 -1.030 2.317 -0.028
C 0.03912 0.39085 -1.62509 0.214 2.005 -0.321 -0.223
C -0.36245 -0.63554 -2.75605 -1.000 0.364 0.169 -0.134
C -0.28763 -2.16595 -2.33444 0.567 -0.856 -0.359 -0.183
C 0.78468 -2.50119 -1.21411 -0.898 0.458 0.395 -0.220
C 1.07247 -4.04173 -1.00518 0.677 0.736 1.060 -0.197
C 2.13631 -4.23808 0.18208 0.177 -0.232 -0.465 -0.198
C 3.57983 -3.69890 -0.28045 -0.782 0.269 0.252 -0.234
C 3.91270 -2.23546 0.24493 0.976 0.015 -0.218 -0.129
C -0.93041 1.64197 -1.33962 -1.494 -0.661 -0.426 -0.202
C -1.23271 2.61830 -2.59991 0.647 -1.300 0.563 -0.157
S -0.58420 4.32383 -2.38248 0.752 3.421 -5.516 0.728
O -1.40641 5.21745 -3.23648 0.164 -1.943 2.379 -0.364
O 0.81936 4.44088 -2.85070 -1.619 -1.512 2.335 -0.358
H 1.43586 6.29884 2.03635 0.625 -1.803 0.472 0.087
H 1.23883 2.25900 3.94574 -0.135 0.377 -1.664 0.112
H 1.98015 1.88050 2.33715 -0.880 1.076 0.569 0.113
H -1.03597 2.17411 3.11363 1.040 0.401 -1.121 0.128
H -0.19063 1.03828 1.99803 -0.135 1.364 0.425 0.128
H -1.84768 2.75065 0.90683 1.465 0.238 -0.052 0.145
H -0.57628 4.03442 1.01811 0.346 -1.251 -0.104 0.113
H 2.03453 2.47309 0.15488 -1.377 -0.121 -0.312 0.164
H 2.27777 0.66332 -1.67924 -0.932 1.057 -0.680 0.129
H 1.36225 1.94892 -2.77678 0.177 -0.687 1.418 0.129
H 0.21518 0.02697 -0.57010 -0.533 -0.648 -1.486 0.131
H 0.19826 -0.41746 -3.72117 -0.421 -0.335 1.354 0.130
H -1.45900 -0.42452 -3.00633 1.350 -0.207 0.234 0.118
H -1.29859 -2.57908 -2.01455 1.210 0.706 -0.356 0.119
H 0.00043 -2.75215 -3.26831 -0.434 0.721 1.106 0.123
H 0.34668 -2.11974 -0.22627 0.674 -0.482 -1.076 0.114
H 1.70632 -1.87366 -1.40074 -0.737 -0.926 0.101 0.089
H 1.53493 -4.48007 -1.93706 -0.800 0.282 0.875 0.115
H 0.11565 -4.53537 -0.67180 1.023 0.442 -0.837 0.081
H 1.80151 -3.74237 1.15459 0.413 -0.546 -1.381 0.087
H 2.19176 -5.35428 0.40646 0.000 1.395 -0.313 0.112
H 4.40958 -4.41043 0.03774 -1.125 0.946 -0.394 0.109
H 3.54446 -3.65544 -1.41356 0.366 -0.192 1.233 0.100
H 3.51490 -1.40230 -0.41347 0.273 -1.046 0.621 0.038
H 5.04906 -2.12644 0.21171 -1.455 0.061 0.197 0.078
H 3.56179 -2.02349 1.29598 0.343 -0.490 -1.049 0.059
H -1.98427 1.40459 -1.00430 1.473 -0.121 0.287 0.164
H -0.68735 2.17392 -3.49205 -0.453 1.037 0.912 0.126
H -2.33215 2.62324 -2.88047 1.268 0.327 0.676 0.106
H -0.69726 4.78455 -1.08064 -0.061 -0.858 -0.365 0.081
O 2.18069 -3.17563 3.45687 0.044 0.203 0.291 -0.064
H 1.66968 -3.60609 4.15701 -0.087 -0.050 -0.143 0.007
H 2.76575 -2.57300 3.93142 -0.010 -0.103 -0.073 0.042
O -4.68778 2.71479 -4.22568 0.274 0.384 0.292 -0.076
H -4.85093 2.51224 -5.15718 0.143 -0.248 0.076 0.025
H -4.13549 3.50649 -4.25218 -0.251 0.069 -0.054 0.032
O -0.30984 -4.16028 4.71619 -0.096 0.066 0.048 -0.057
H -1.07743 -4.64788 5.03673 0.162 0.007 0.044 0.055
H -0.69051 -3.45901 4.16888 0.007 -0.147 -0.046 0.019
O -2.52580 -2.93795 3.09516 -0.223 -0.029 -0.216 -0.043
H -3.29448 -3.42650 3.41650 0.091 0.031 0.031 0.061
H -2.90485 -2.23843 2.54961 0.076 -0.021 0.107 0.051
O -0.73032 5.04132 5.31236 0.155 -0.131 -0.197 -0.051
H -0.42498 4.92026 4.40406 0.028 0.094 0.100 0.004
H -0.32500 5.87313 5.58671 -0.064 -0.103 0.075 0.053
O -1.88630 -4.78324 0.15905 -0.301 0.001 0.244 -0.057
H -1.92841 -5.71178 0.41952 0.048 0.070 -0.083 0.056
H -2.18851 -4.30656 0.94305 0.139 -0.055 0.004 0.014
O -3.67707 1.03710 -6.09171 0.293 -0.347 0.234 -0.075
H -3.21710 0.94026 -5.25017 -0.150 0.178 -0.042 0.021
H -3.91247 0.13096 -6.33883 -0.116 0.175 -0.457 0.025
O -0.03010 1.77388 6.05073 -0.127 0.227 -0.305 -0.062
H -0.95010 1.55960 6.24605 0.133 -0.010 0.078 0.044
H -0.01476 2.74177 6.03275 -0.067 -0.014 0.160 0.015
O -4.84528 -0.44589 -8.10828 -0.235 0.023 -0.017 -0.052
H -4.69231 0.32567 -8.66757 0.084 -0.087 0.068 0.055
H -5.79403 -0.42325 -7.93299 0.087 -0.086 -0.059 0.054
O 3.41638 5.56616 -0.15574 -0.298 -0.016 -0.058 -0.060
H 2.64115 5.09865 0.17891 0.185 0.100 0.031 -0.033
H 3.04796 6.26893 -0.70579 0.169 -0.087 -0.071 0.047
O 0.96363 -7.02647 4.01866 0.148 0.146 0.166 -0.064
H 0.83867 -6.19898 4.50170 -0.056 -0.022 -0.195 -0.002
H 1.91036 -7.19683 4.08723 -0.124 -0.057 -0.046 0.037
```
Forces are in eV/Å.

=====

Record 2
Here is a structure of composition C4H6N2 in a non-equilibrium geometry from the OMol25 dataset. Energies are from ωB97M-V with the def2-TZVPD basis set.

LUMO energy (eV): 0.16
ΔE to the lowest compared entry with this formula, charge and spin (kJ/mol): 448.5
HOMO level (eV): -10.62
Molecular weight (g/mol): 82.1
Energy (Eh): -265.36474
Frontier orbital gap (Eh): 0.3959

Structure (XYZ):
```
12
Properties=species:S:1:pos:R:3:forces:R:3:nbo_charge:R:1
N -2.27851 -0.49820 2.25157 0.800 0.193 -0.481 -0.237
C -1.38523 -0.19262 1.58523 -0.979 0.206 0.585 0.231
C -0.33153 0.12072 0.66425 -1.027 0.997 -0.553 0.140
C 0.54719 -0.80589 -0.06349 1.073 -0.127 1.807 -0.466
C 1.10490 0.49855 -0.62410 0.607 0.127 0.292 -0.265
N 0.22247 1.24034 0.32625 -0.200 -0.149 0.470 -0.362
H 0.98518 -0.78703 1.00719 1.300 -1.589 -1.486 0.259
H 0.54777 -1.80957 -0.48318 -0.734 0.253 0.048 0.255
H -1.26706 0.09442 -1.44715 -0.412 0.105 -0.511 -0.032
H 0.98280 0.82030 -1.67007 -0.323 -0.502 0.429 0.235
H 2.15845 0.53426 -0.37405 0.324 0.695 -0.016 0.213
H -1.28644 0.78471 -1.17245 -0.428 -0.207 -0.585 0.027
```
Forces are in eV/Å.

=====

What is the formula in the second record?
C4H6N2